(1)
Formula: C18H20F2N2O2S
Source: the Open Molecules 2025 dataset
Level of theory: wB97M-V/def2-TZVPD

Last column: Löwdin charge in e.
CARTESIAN COORDINATES (ANGSTROEM)
O -6.32265 -3.65150 2.43765  0.1196
C -6.17668 -2.70772 1.68543  -0.3791
C -7.19446 -1.81113 1.05647  -0.0885
C -8.57987 -1.87506 1.10869  0.0141
C -9.31048 -0.86606 0.46129  -0.0479
C -8.64994 0.15197 -0.25541  -0.0521
C -7.25423 0.15990 -0.35702  0.0128
C -6.55523 -0.82657 0.33004  -0.0917
C -5.09719 -1.09481 0.36762  -0.3641
O -4.20953 -0.52176 -0.25168  0.0814
N -4.93880 -2.19435 1.21887  -0.2141
S -3.36896 -2.94177 1.55093  1.1173
C -3.32485 -4.00048 0.10257  -0.6079
F -2.19127 -4.79551 0.20997  -0.0085
F -4.42368 -4.81822 0.01833  0.0140
H -9.05235 -2.69529 1.63927  0.1248
H -10.39916 -0.85966 0.50383  0.1085
H -9.23699 0.93545 -0.73614  0.1091
H -6.70352 0.89692 -0.93519  0.1242
H -3.27479 -3.39060 -0.81219  0.1280
C -0.17385 -2.14994 1.52782  -0.1102
C -0.18224 -0.77517 1.58556  -0.2739
N -0.80763 0.06911 0.75660  -0.0844
C -0.77275 1.51942 0.89527  -0.1488
C -1.47984 2.06954 -0.35089  -0.1508
C -1.83648 0.86865 -1.23250  -0.1564
C -1.33601 -0.39016 -0.51003  -0.1659
C 0.68639 -0.27710 2.72948  -0.1272
C 1.27020 -1.56709 3.34468  -0.1725
C 0.68323 -2.78342 2.56347  -0.2053
H -0.63995 -2.71562 0.72500  0.0630
H -1.26654 1.85913 1.81919  0.1184
H 0.26568 1.88863 0.93676  0.1137
H -2.38359 2.61199 -0.06071  0.1043
H -0.81978 2.75271 -0.89093  0.1029
H -2.91706 0.77700 -1.34339  0.0773
H -1.36537 0.92172 -2.21679  0.1056
H -0.56688 -0.91081 -1.10256  0.1250
H -2.16507 -1.09025 -0.34709  0.0631
H 0.13026 0.30928 3.47804  0.1126
H 1.51256 0.35872 2.35918  0.1130
H 1.05395 -1.63327 4.41298  0.0995
H 2.35833 -1.56887 3.20955  0.1010
H 1.49769 -3.39524 2.15179  0.1001
H 0.12490 -3.43112 3.25109  0.0958

Structure (SMILES): O=C1c2ccccc2C(=O)N1SC(F)F.C1=C(N2CCCC2)CCC1
Total energy: -42335.4775 eV
LUMO: -0.801 eV
Gap between HOMO and LUMO: 6.023 eV
HOMO level: -6.82 eV

=====

(2)
Formula: C18H20IrNO6STe
Source: the Open Molecules 2025 dataset
Level of theory: wB97M-V/def2-TZVPD

Last column: Löwdin charge in e.
CARTESIAN COORDINATES (ANGSTROEM)
Ir -0.06693 -1.26566 0.68560  1.1802
O -1.48877 -1.49844 2.26588  -0.2712
C -2.76209 -0.90445 1.95390  -0.1603
C -2.55698 0.48888 1.39203  -0.1419
N -1.65478 0.48066 0.23410  -0.1966
C -0.98782 1.78894 0.04915  -0.0969
C 1.38386 0.58365 0.22401  -0.7966
O 2.52903 1.54454 0.22197  0.0683
O 1.48069 -0.51896 -0.49351  -0.1540
C -2.33110 -0.06122 -0.95197  -0.0785
C -2.45614 -1.59590 -0.94501  -0.6573
O -3.49329 -2.06861 -1.37755  0.0549
O -1.44671 -2.27767 -0.51937  -0.2573
H -1.04958 -0.97755 2.95210  0.1136
H -3.24337 -1.59109 1.26333  0.1244
H -3.36628 -0.85754 2.86158  0.1368
H -3.53781 0.90876 1.13093  0.1411
H -2.11968 1.12075 2.16786  0.1275
H -1.58296 2.45846 -0.58739  0.1446
H -0.94872 2.24564 1.03235  0.1049
H -3.33100 0.36819 -1.06670  0.1338
H -1.75368 0.19839 -1.83342  0.1107
C 0.48687 1.49122 -2.00677  -0.0196
C 0.42240 1.63420 -0.50808  -0.1397
O 1.00993 0.32759 1.50921  -0.2082
C 1.70922 2.67024 0.10361  -0.3715
C 2.01337 3.60281 -0.94055  0.0679
C 1.60993 4.91474 -0.86005  -0.0280
C 1.01220 5.35316 0.32102  -0.0124
C 0.84880 4.53455 1.43987  -0.0296
C 1.23990 3.22129 1.35016  0.0684
H 0.00461 0.55053 -2.26288  0.0890
H 1.50976 1.39288 -2.36106  0.1013
H -0.01794 2.30669 -2.52805  0.1028
H 2.52640 3.22486 -1.81375  0.1405
H 1.78598 5.60202 -1.67415  0.1163
H 0.69206 6.38775 0.38075  0.1187
H 0.46271 4.94065 2.36356  0.1168
H 1.18184 2.52199 2.17550  0.1400
Te -0.01094 -4.15700 1.53509  0.9339
C 1.01981 -5.35285 0.20103  -1.0754
C 2.25949 -5.13076 -0.33985  -0.2549
C 2.66729 -6.16298 -1.22741  -0.2063
C 1.73295 -7.15110 -1.33963  -0.4431
S 0.35594 -6.81032 -0.39284  0.9131
H 2.85138 -4.25837 -0.10377  0.0960
H 3.61269 -6.17313 -1.75043  0.0956
H 1.79745 -8.05042 -1.93043  0.0579

Total energy: -53727.0137 eV
LUMO (spin up / spin down): -2.847 / -2.843 eV
Gap between HOMO and LUMO (spin up / spin down): 3.608 / 3.531 eV
HOMO level (spin up / spin down): -6.46 / -6.37 eV

=====

(3)
Formula: C18H20N2O2
Source: the Open Molecules 2025 dataset
Level of theory: wB97M-V/def2-TZVPD

Last column: Löwdin charge in e.
CARTESIAN COORDINATES (ANGSTROEM)
O 2.89643 0.21962 -1.49054  0.0444
N 1.77875 0.75006 -1.72599  -0.3359
O 1.67364 1.94765 -2.01675  0.0573
C 0.58809 -0.20862 -1.61709  -0.0521
C -0.68766 0.29983 -2.36113  -0.1690
C -1.05611 1.62845 -2.64522  -0.0553
C -2.37791 1.98464 -2.92985  -0.0685
C -3.38049 1.01236 -2.92456  -0.0882
C -3.03246 -0.30656 -2.71271  -0.0800
C -1.70184 -0.65826 -2.46065  -0.0553
C 0.51450 -0.37673 0.04395  -0.2080
C 0.82558 1.00253 0.65020  -0.1886
C 1.88377 1.31067 1.51707  -0.0335
C 1.80862 2.50426 2.26949  -0.0659
C 0.72954 3.39313 2.07243  -0.0837
C -0.24587 3.11390 1.10869  -0.0593
C -0.17773 1.91724 0.41199  -0.0480
N 0.87197 -1.44285 0.84279  -0.1221
C 0.77844 -1.42028 2.34561  -0.1269
C 0.55638 -2.89205 2.80033  -0.1613
C 0.63531 -3.74274 1.52335  -0.1663
C 0.59926 -2.76664 0.33947  -0.1876
H 0.93986 -1.17455 -2.07490  0.1604
H -0.29647 2.44118 -2.53524  0.1147
H -2.62924 3.02520 -3.11272  0.1055
H -4.41194 1.30156 -3.00440  0.0986
H -3.80019 -1.08464 -2.67813  0.1080
H -1.46332 -1.69994 -2.22200  0.1096
H -0.56726 -0.59579 -0.17585  0.1345
H 2.73803 0.62939 1.68509  0.1233
H 2.57996 2.73432 3.03006  0.1082
H 0.69218 4.32149 2.64969  0.1001
H -1.04428 3.81111 0.92660  0.1000
H -0.96859 1.66682 -0.24708  0.0941
H -0.07339 -0.82793 2.74104  0.1239
H 1.68834 -1.02300 2.82587  0.1006
H -0.46361 -2.99385 3.23331  0.1095
H 1.31460 -3.22535 3.53332  0.1090
H 1.59664 -4.29692 1.49756  0.1119
H -0.22055 -4.44749 1.48081  0.1109
H 1.31069 -3.03650 -0.46357  0.1225
H -0.40167 -2.79474 -0.13036  0.1086

Structure (SMILES): O=[N+]([O-])[C@H](c1ccccc1)[C@H](c1ccccc1)N1CCCC1
Total energy: -26060.6236 eV
LUMO: 0.356 eV
Gap between HOMO and LUMO: 8.393 eV
HOMO level: -8.04 eV

=====

(4)
Formula: C18H20N2O4
Source: the Open Molecules 2025 dataset
Level of theory: wB97M-V/def2-TZVPD

Last column: Löwdin charge in e.
CARTESIAN COORDINATES (ANGSTROEM)
N 1.84058 -0.49604 1.16137  0.0481
C 0.64930 -1.21586 0.69702  -0.2986
C 0.25223 -2.42323 1.53852  -0.1199
C 1.32558 -3.48149 1.56839  -0.2588
C 1.44524 -4.40436 0.52841  -0.0347
C 2.47644 -5.34599 0.52180  -0.0128
C 3.40096 -5.38370 1.57647  -0.3262
O 4.41794 -6.28284 1.62321  0.0679
C 3.29052 -4.47703 2.61627  -0.0087
C 2.25308 -3.53633 2.60256  -0.0430
C -0.54419 -0.25757 0.52737  -0.4325
O -1.68298 -0.65938 0.37539  0.1016
N -0.21480 1.07606 0.54989  0.0801
C -1.19081 2.06808 0.07180  -0.1835
C -1.62429 1.87438 -1.38554  -0.0906
C -1.82031 3.17735 -2.12497  -0.2203
C -3.00586 3.91384 -2.00967  -0.0316
C -3.16437 5.11337 -2.69219  -0.0833
C -2.13618 5.61169 -3.48395  -0.0914
C -0.94177 4.89778 -3.59590  -0.0910
C -0.79819 3.69095 -2.92912  -0.0534
C -2.39299 2.12976 1.03202  -0.4632
O -3.50487 2.42277 0.70036  0.1282
O -2.08646 1.89073 2.32551  0.1331
H 2.66241 -1.06398 0.99034  0.0812
H 1.79942 -0.34906 2.17946  0.0950
H 0.88086 -1.54518 -0.31253  0.1543
H 0.03324 -2.08329 2.59240  0.1399
H -0.70588 -2.83721 1.13430  0.1329
H 0.72786 -4.38846 -0.28382  0.1174
H 2.52321 -6.05672 -0.30528  0.1142
H 4.36471 -6.84103 0.86977  0.0843
H 3.99783 -4.52391 3.41979  0.1124
H 2.14529 -2.80720 3.43720  0.1222
H 0.78287 1.27459 0.49785  0.1313
H -0.68290 3.01942 0.18292  0.1634
H -0.87927 1.32471 -1.89531  0.1045
H -2.53678 1.27767 -1.39969  0.1301
H -3.83263 3.51459 -1.36493  0.1223
H -4.08500 5.66162 -2.61064  0.0976
H -2.24770 6.55414 -4.00256  0.0976
H -0.14842 5.25370 -4.20651  0.0889
H 0.14755 3.11708 -3.05342  0.1207
H -1.19048 1.59556 2.33564  0.0742

Structure (SMILES): N[C@@H](Cc1ccc(O)cc1)C(=O)N[C@@H](Cc1ccccc1)C(=O)O
Total energy: -30161.9872 eV
LUMO: 0.461 eV
Gap between HOMO and LUMO: 9.297 eV
HOMO level: -8.84 eV

=====

(5)
Formula: C18H20N2O6S
Source: the Open Molecules 2025 dataset
Level of theory: wB97M-V/def2-TZVPD

Last column: Löwdin charge in e.
CARTESIAN COORDINATES (ANGSTROEM)
C 0.28830 0.49392 -2.18884  -0.0447
O -0.57899 0.23420 -1.10298  -0.1029
C -1.61101 1.07401 -0.87964  -0.2567
C -1.82354 2.28530 -1.53712  0.0033
C -2.92497 3.06475 -1.23068  -0.0240
C -3.85406 2.67664 -0.27309  -0.2681
C -5.05606 3.51582 0.03089  -0.0473
C -3.63943 1.47003 0.38153  -0.0136
C -2.54294 0.68922 0.08388  -0.1852
S -2.31991 -0.82135 1.00697  0.7045
O -3.57824 -1.14914 1.61805  -0.2836
O -1.18166 -0.69713 1.88250  -0.2860
N -1.94552 -1.95380 -0.15896  -0.0763
C -0.96412 -2.99473 0.14522  -0.3143
C -1.36293 -4.31796 -0.48942  -0.0355
C 0.40618 -2.52677 -0.39559  -0.4358
O 0.88728 -2.96685 -1.41828  0.0736
N 0.96873 -1.59988 0.41084  0.1341
C 2.14015 -0.87120 0.20255  -0.2294
C 3.12223 -1.26584 -0.69964  -0.0212
C 4.28412 -0.51894 -0.87638  0.0159
C 4.42849 0.61986 -0.12370  -0.2090
C 3.44580 1.01718 0.78535  -0.1976
C 2.29645 0.29432 0.96946  0.0786
O 3.83506 2.18193 1.39528  0.0356
C 5.10541 2.49093 0.86318  -0.1642
O 5.46051 1.52719 -0.10292  0.0284
H 0.91918 1.36620 -1.99396  0.1044
H -0.27145 0.63961 -3.11671  0.1027
H 0.91501 -0.39114 -2.28077  0.0854
H -1.12577 2.63076 -2.28288  0.1083
H -3.06152 4.00078 -1.75265  0.1175
H -4.84462 4.56959 -0.13268  0.0775
H -5.88294 3.23218 -0.62037  0.0852
H -5.37426 3.37182 1.05970  0.0795
H -4.32234 1.10760 1.13385  0.1199
H -2.78971 -2.31527 -0.57435  0.1168
H -0.88782 -3.10360 1.23536  0.1461
H -0.63898 -5.08257 -0.22077  0.0911
H -1.36473 -4.21635 -1.57188  0.0862
H -2.34810 -4.62561 -0.14620  0.0845
H 0.35488 -1.21949 1.13319  0.0870
H 2.97592 -2.16449 -1.27427  0.1026
H 5.04417 -0.82500 -1.57484  0.1189
H 1.53648 0.60032 1.66922  0.1306
H 5.07566 3.48835 0.39594  0.1383
H 5.85329 2.49481 1.67351  0.1392

Structure (SMILES): COc1ccc(C)cc1S(=O)(=O)N[C@@H](C)C(=O)Nc1ccc2c(c1)OCO2
Total energy: -45090.3756 eV
LUMO: 0.625 eV
Gap between HOMO and LUMO: 8.312 eV
HOMO level: -7.69 eV

=====

(6)
Formula: C18H20N4O3S2
Source: the Open Molecules 2025 dataset
Level of theory: wB97M-V/def2-TZVPD

Last column: Löwdin charge in e.
CARTESIAN COORDINATES (ANGSTROEM)
C 2.57288 0.96476 1.71849  -0.1050
C 1.78094 1.50243 0.53430  -0.2695
C 1.53118 3.00424 0.65614  -0.1426
C 0.76404 3.56561 -0.50485  -0.2524
C 0.93074 4.84689 -0.93152  0.0564
C 0.14684 5.38194 -2.01210  -0.4624
O 0.18258 6.49839 -2.47869  0.0584
N -0.75552 4.43475 -2.53834  0.1454
C -0.84015 3.17682 -2.06589  -0.6151
S -2.00327 2.11986 -2.83720  1.0149
C -1.46263 0.56087 -2.09223  -0.3779
C -0.05968 0.25373 -2.55366  -0.5320
O 0.48300 0.77947 -3.49165  0.0688
N 0.60869 -0.71643 -1.83855  0.1114
C 0.24073 -1.37401 -0.70201  -0.6023
N -0.89484 -1.32706 -0.11884  0.1081
C -0.92070 -2.09040 1.01508  -0.3098
C -2.00217 -2.24478 1.87778  -0.0027
C -1.86682 -3.05210 2.98051  0.0021
C -0.66594 -3.72686 3.26171  -0.2689
O -0.68252 -4.46868 4.39554  -0.0494
C 0.43596 -5.26206 4.74466  -0.2437
C 0.52390 -6.54602 3.92536  -0.0623
C 0.42394 -3.58345 2.41108  -0.0323
C 0.28049 -2.76705 1.30373  -0.4569
S 1.46542 -2.40655 0.07888  1.0842
N -0.13454 2.72227 -1.08498  0.1058
H 3.53851 1.46015 1.79144  0.0726
H 2.03101 1.13061 2.64711  0.0761
H 2.74489 -0.10367 1.60913  0.0409
H 2.32416 1.30775 -0.39285  0.1136
H 0.81792 0.99509 0.47390  0.0857
H 2.47748 3.53951 0.75159  0.1206
H 0.95161 3.19333 1.56538  0.1315
H 1.64941 5.50638 -0.47351  0.1194
H -1.33144 4.73196 -3.31763  0.1527
H -1.51267 0.64279 -1.00813  0.0653
H -2.15060 -0.21442 -2.42875  0.0965
H 1.55222 -0.89136 -2.16681  0.1484
H -2.92585 -1.73085 1.66831  0.1160
H -2.68576 -3.18984 3.66798  0.1188
H 0.27311 -5.50557 5.79808  0.1239
H 1.36253 -4.68059 4.66536  0.1162
H -0.39041 -7.12154 4.04489  0.0804
H 0.65559 -6.32820 2.86833  0.0669
H 1.36414 -7.14221 4.26996  0.0776
H 1.36549 -4.07646 2.58698  0.1066

Structure (SMILES): CCCc1cc(=O)[nH]c(SCC(=O)Nc2nc3ccc(OCC)cc3s2)n1
Total energy: -52765.5586 eV
LUMO: 0.381 eV
Gap between HOMO and LUMO: 8.618 eV
HOMO level: -8.24 eV